ORCA calculation (wB97M-V/def2-TZVPD) on C24H39BN5O8PSe2SiW as an isolated structure in a non-equilibrium geometry.

Geometry (Å):
W 0.3663 0.0387 -0.0978
C 3.1002 -2.9195 0.1084
Se 1.1669 -2.7820 0.4384
C 1.2409 -3.2322 2.3947
C 2.1280 -2.3249 3.2196
Se 1.6970 -0.4045 2.8899
C 0.8101 -0.1181 4.6248
H 3.3469 -3.9756 0.0119
H 3.6875 -2.4678 0.9062
H 3.3064 -2.4198 -0.8335
H 1.5579 -4.2744 2.4896
H 0.2042 -3.1649 2.7259
H 3.1798 -2.4678 2.9782
H 2.0021 -2.5298 4.2829
H 1.5647 -0.1830 5.4087
H 0.0424 -0.8722 4.7745
H 0.3794 0.8784 4.6154
C -3.1577 1.8425 -1.4329
C -2.3195 2.5099 -0.3913
C -2.5246 3.8377 -0.0489
C -1.6471 4.4658 0.8261
C -0.5559 3.7761 1.3155
C -0.3719 2.4549 0.9121
N -1.2959 1.8046 0.1356
N 0.7299 1.6626 1.1364
Si 2.3299 2.4512 1.0972
C 2.4034 3.8999 -0.1311
C 3.3822 0.9826 0.3635
C 2.8694 2.8786 2.8671
H -4.2097 1.8149 -1.1497
H -2.8009 0.8349 -1.6412
H -3.0901 2.4245 -2.3516
H -3.3444 4.3767 -0.4948
H -1.7937 5.5008 1.0910
H 0.1751 4.2432 1.9529
H 1.7427 3.7537 -0.9860
H 3.4135 4.0342 -0.5114
H 2.1210 4.8401 0.3345
H 2.7967 0.3042 -0.3028
H 3.8725 0.3831 1.1281
H 4.1807 1.3952 -0.2464
H 2.0257 3.0352 3.5334
H 3.4408 3.7993 2.8563
H 3.5000 2.1161 3.3152
O -0.3989 2.4317 -3.0086
C 0.2598 1.4879 -2.6641
O 0.7450 1.3693 -1.4207
C 0.5823 0.3132 -3.5310
C 0.3268 0.3921 -4.8945
C 0.6070 -0.6934 -5.7089
C 1.0741 -1.8841 -5.1717
C 1.2838 -1.9797 -3.8035
C 1.0930 -0.8734 -2.9431
O 1.3919 -0.9441 -1.6401
N 1.6587 -3.2553 -3.2407
O 1.2643 -3.4756 -2.1022
O 2.3097 -4.0111 -3.9015
N 0.3734 -0.5933 -7.1561
O -0.0207 0.4680 -7.5584
O 0.5970 -1.5803 -7.8023
H -0.0786 1.3093 -5.3060
H 1.2489 -2.7364 -5.8204
B -2.8671 -2.6806 -2.0590
C -1.8687 -1.7581 -1.4672
N -1.1308 -0.9543 -0.9853
H -2.3421 -3.2767 -2.9361
H -3.7277 -1.9644 -2.4651
H -3.2395 -3.4016 -1.1890
C -2.6199 -2.6315 2.8532
P -2.4245 -0.9287 2.2548
C -3.7448 -0.6138 1.0541
C -2.6826 0.2197 3.6380
O -0.9989 -0.7293 1.6837
H -3.6359 -2.7630 3.2143
H -1.9405 -2.8363 3.6770
H -2.4364 -3.3367 2.0445
H -4.6850 -0.8559 1.5389
H -3.6495 -1.2255 0.1594
H -3.7548 0.4357 0.7769
H -3.7050 0.1200 3.9929
H -2.5124 1.2452 3.3131
H -2.0060 -0.0091 4.4573

Forces on atoms 1 to 2 (eV/Å):
-0.869 -0.604 0.729
-0.111 0.130 -0.081

The calculation puts the frontier orbital gap (alpha / beta) at 5.0 / 5.2 eV. The total charge is +2.

ORCA calculation (wB97M-V/def2-TZVPD) on a 3-piece molecular cluster, C28H68F2N6O6P2 overall in a non-equilibrium geometry.

Geometry (Å):
C 7.1954 -2.0230 -0.2099
C 6.3032 -1.1945 -1.1284
O 4.9313 -1.4926 -0.9498
C 4.1545 -1.7430 -2.1273
C 4.1408 -0.4353 -2.9752
C 4.5165 -0.5407 -4.4438
F 4.3981 0.7189 -5.0169
C 4.7473 -2.9289 -2.9166
C 5.1851 -4.1556 -2.1003
C 6.2012 -4.9826 -2.8785
C 6.7861 -6.1430 -2.0939
O 5.8075 -7.0813 -1.7080
C 5.3909 -7.0241 -0.3586
C 2.6897 -2.0447 -1.6417
C 2.2135 -0.9589 -0.6717
C 0.8519 -1.1569 0.0337
O 0.0325 -2.1953 -0.4860
O 2.5824 -3.3338 -1.0615
C 3.0699 -3.5165 0.2456
C 1.7981 -2.1526 -2.9458
C 0.7503 -1.0717 -3.1644
F 1.1136 -3.3560 -2.9620
H 7.4765 -2.9827 -0.6331
H 8.0655 -1.4367 0.0764
H 6.6376 -2.1836 0.7135
H 6.4506 -0.1516 -0.8266
H 6.6561 -1.2367 -2.1598
H 3.1659 0.0455 -2.9531
H 4.8081 0.3129 -2.5514
H 5.5698 -0.8081 -4.5381
H 3.9468 -1.2770 -5.0078
H 4.0607 -3.2922 -3.6788
H 5.6399 -2.5998 -3.4493
H 5.5113 -3.9086 -1.0944
H 4.3014 -4.7814 -1.9914
H 5.6783 -5.4150 -3.7366
H 7.0024 -4.3766 -3.3126
H 7.4892 -6.6681 -2.7451
H 7.3802 -5.7698 -1.2520
H 5.4215 -8.0360 0.0500
H 4.3531 -6.6936 -0.2927
H 6.0431 -6.4041 0.2567
H 2.2031 0.0236 -1.1324
H 2.9622 -0.8728 0.1139
H 1.0107 -1.3222 1.0992
H 0.2888 -0.2240 -0.0243
H -0.0891 -2.8513 0.2074
H 2.9315 -4.5721 0.4764
H 2.5114 -2.9595 1.0033
H 4.1269 -3.2933 0.3742
H 2.4272 -2.1864 -3.8308
H -0.1909 -1.3387 -2.6952
H 1.0433 -0.0749 -2.8494
H 0.5477 -1.0066 -4.2344
C 0.5193 0.5990 5.9196
N -0.0417 1.4772 4.9070
C 0.9920 1.9789 4.0127
P -1.4328 0.9923 4.0325
O -0.9863 -0.1116 3.1440
N -2.5855 0.2162 5.0171
C -2.6143 0.2983 6.4597
C -3.0850 -1.0717 4.5507
N -2.2422 2.5162 4.0585
C -2.7874 2.9002 2.7441
C -1.6971 3.6821 4.7405
H 1.3695 1.0985 6.3890
H 0.8617 -0.3641 5.5165
H -0.1936 0.4096 6.7157
H 0.5722 2.7125 3.3177
H 1.4507 1.1796 3.4174
H 1.7694 2.4850 4.5882
H -1.9337 -0.4236 6.9279
H -3.6219 0.0847 6.8266
H -2.3622 1.3003 6.8119
H -2.4083 -1.9007 4.7958
H -3.2286 -1.0688 3.4747
H -4.0539 -1.2665 5.0159
H -2.0010 3.2060 2.0443
H -3.4976 3.7196 2.8410
H -3.3252 2.0594 2.2997
H -0.8377 4.1360 4.2318
H -1.4086 3.4469 5.7596
H -2.4948 4.4268 4.7855
C -4.1769 3.1944 -2.7546
N -5.2580 2.7476 -1.8911
C -4.9223 1.4906 -1.2341
P -5.9814 3.8441 -0.7965
O -4.9587 4.1054 0.2493
N -6.2097 5.3891 -1.4714
C -6.1888 5.6719 -2.8894
C -5.7131 6.5223 -0.6993
N -7.6202 3.3473 -1.0566
C -8.3746 3.1598 0.1921
C -7.9780 2.3152 -2.0219
H -3.8794 2.3682 -3.4034
H -3.2928 3.5361 -2.1998
H -4.5037 3.9913 -3.4149
H -5.7786 1.1163 -0.6646
H -4.0802 1.5968 -0.5398
H -4.6739 0.7344 -1.9805
H -5.1685 5.8103 -3.2668
H -6.7428 6.5915 -3.0953
H -6.6740 4.8821 -3.4658
H -4.6371 6.6880 -0.8383
H -5.8920 6.3807 0.3620
H -6.2456 7.4240 -1.0096
H -8.0758 2.2523 0.7301
H -9.4429 3.1006 -0.0164
H -8.2159 4.0133 0.8557
H -7.7060 1.2995 -1.7109
H -7.5325 2.5088 -2.9916
H -9.0630 2.3529 -2.1432

Forces on atoms 1 to 2 (eV/Å):
-0.549 0.173 0.183
0.552 0.740 0.418

The calculation puts the frontier orbital gap at 8.9 eV. The total charge is 0.

ORCA calculation (wB97M-V/def2-TZVPD) on C24H27AsN7NaO2S2 as an isolated structure.

Geometry (Å):
Na -0.3332 1.6606 1.1382
N -5.0593 -0.4277 1.6074
C -3.6507 -0.3687 1.6061
S -2.8683 0.3110 2.9588
N -3.1224 -0.9158 0.5483
N -1.7673 -0.6988 0.3712
C -1.0488 -1.7401 0.2172
C -1.5190 -3.1318 0.4816
C -1.3350 -4.1482 -0.4486
C -1.7670 -5.4422 -0.1794
C -2.3721 -5.7320 1.0341
C -2.5449 -4.7223 1.9767
C -2.1250 -3.4298 1.7046
C 0.3602 -1.5449 -0.2219
C 1.3767 -2.3610 0.2646
C 2.6794 -2.1369 -0.1443
C 2.9265 -1.1107 -1.0390
C 1.8517 -0.3497 -1.4728
N 0.5952 -0.5564 -1.0932
H -5.4260 -0.4434 2.5472
H -5.4059 -1.1770 1.0242
H -0.8515 -3.9204 -1.3918
H -1.6242 -6.2235 -0.9170
H -2.7028 -6.7415 1.2507
H -3.0083 -4.9472 2.9300
H -2.2470 -2.6298 2.4290
H 1.1424 -3.1305 0.9888
H 3.4937 -2.7224 0.2629
H 3.9307 -0.8674 -1.3581
H 2.0159 0.4808 -2.1534
N 0.9716 5.6142 -1.6189
C 1.0274 4.7758 -0.4688
S 0.1270 5.2922 0.8924
N 1.7839 3.7367 -0.6602
N 1.7623 2.7594 0.3305
C 2.9092 2.2074 0.4708
C 3.3181 1.1020 1.3297
C 4.6730 0.7642 1.2807
C 5.2246 -0.2871 1.9969
C 4.3708 -1.0276 2.8263
C 3.0306 -0.7317 2.9067
C 2.4169 0.3234 2.1470
O 1.1723 0.5175 2.1922
H 0.7861 6.5692 -1.3487
H 1.8151 5.5144 -2.1704
H 3.7225 2.6141 -0.1452
H 5.3137 1.3618 0.6356
H 6.2820 -0.5146 1.9335
H 4.7698 -1.8505 3.4142
H 2.3656 -1.3135 3.5362
C -0.2440 2.5299 -2.7763
As -1.9146 2.3000 -1.8549
C -3.1027 3.6296 -2.6064
C -2.5837 0.5879 -2.4243
O -1.7981 2.5168 -0.2441
H -0.0044 3.5914 -2.8378
H -0.2934 2.0760 -3.7671
H 0.5204 2.0524 -2.1676
H -3.1010 3.5997 -3.6965
H -2.7445 4.5963 -2.2538
H -4.1082 3.4543 -2.2274
H -2.9010 0.6433 -3.4674
H -3.3995 0.2808 -1.7722
H -1.7617 -0.1181 -2.3066

Forces on atoms 1 to 2 (eV/Å):
-0.197 0.083 0.175
-0.002 0.027 0.138

The calculation puts the frontier orbital gap at 5.1 eV. The total charge is -2.

Asked for energy across the records above, the calculation gives -199693.18681 -75374.97849 -126779.37476 eV in order.
Asked for M across the records above, the calculation gives 937.23 684.83 607.57 g/mol in order.
Asked for relative energy (zero: lowest compared OMol25 entry of this formula, charge and spin) across the records above, the calculation gives 376.45 150.00 32.54 kJ/mol in order.